(w)
9
Properties=species:S:1:pos:R:3:lowdin_charge:R:1 method="wB97M-V/def2-TZVPD" homo_lumo_gap_ev=10.629 smiles="O=CO.C=O" multiplicity=1 homo_energy_ev=-10.9
O -1.61274 -0.99219 0.69808 -0.012
C -0.84209 -1.09502 -0.26030 -0.088
H -1.36120 -1.24994 -1.28451 0.126
H 0.21736 -1.36397 -0.24338 0.092
O 1.83697 0.30382 -0.57820 0.037
C 1.07259 1.08261 -0.01515 -0.362
O 0.20517 0.88037 1.00031 0.025
H 1.04873 2.16024 -0.31687 0.143
H -0.56479 0.27407 1.00002 0.041


(x)
9
Properties=species:S:1:pos:R:3:lowdin_charge:R:1 method="wB97M-V/def2-TZVPD" homo_lumo_gap_ev=10.400 smiles="O=CC(O)O" multiplicity=1 homo_energy_ev=-9.9
C 0.17364 0.21399 -0.23913 -0.445
C -1.24668 -0.12679 0.23030 -0.186
O 0.90456 -0.97752 -0.27052 0.030
O 0.77485 1.15273 0.60081 -0.004
O -1.98766 -0.83955 -0.37925 0.090
H 1.40099 -1.07018 -1.08110 0.103
H 1.40644 0.66252 1.17105 0.120
H -1.50799 0.31834 1.20713 0.130
H 0.08182 0.66647 -1.23925 0.162


Energies in kcal/mol, measured from the most stable structure: (w) 23.2; (x) 0.0.